Record 1
ORCA calculation (ωB97M-V/def2-TZVPD) on one molecule with the formula C5H5NO.

```
12
Properties=species:S:1:pos:R:3:mulliken_charge:R:1
O -1.54 0.87 -0.48 -0.53
N 2.16 0.27 0.20 -0.50
C -0.02 0.12 1.13 -0.58
C -0.69 -0.19 -0.14 0.30
C 0.41 -0.60 -1.40 -0.53
C -0.11 0.29 2.32 -0.17
C 1.61 -0.16 -0.73 0.40
H -1.34 -1.04 0.10 0.29
H 0.49 -1.67 -1.69 0.28
H -0.13 0.45 3.37 0.41
H -1.07 1.70 -0.36 0.36
H 0.22 -0.04 -2.33 0.26
```

Computed properties:
HOMO energy = -0.3676 Ha
Frontier orbital gap = 10.66 eV
M = 95.101 g/mol
Spin multiplicity = 1
Max |F| = 1.77 eV Å⁻¹
Total charge = 0
Relative energy (zero: lowest compared OMol25 entry of this formula, charge and spin) = 87.5 kcal/mol
SMILES = C#C[C@@H](O)CC#N

Record 2
ORCA calculation (ωB97M-V/def2-TZVPD) on one molecule with the formula C24H33N3O6S.

```
67
Properties=species:S:1:pos:R:3:mulliken_charge:R:1
S -0.43 -0.40 0.24 2.01
O 3.37 -0.39 1.18 -0.06
O 8.99 0.35 -0.16 -0.46
O -4.41 -1.67 -0.63 -0.23
O -1.39 -0.61 1.29 -0.62
O -0.43 -1.33 -0.85 -0.80
O -5.47 2.95 -0.72 -0.70
N 2.86 -0.24 2.43 -0.93
N -5.04 0.92 0.19 0.06
N -0.49 1.15 -0.39 0.30
C -2.43 2.15 0.77 -0.48
C -6.40 0.46 0.23 -0.98
C 2.38 -0.47 0.29 0.03
C -0.92 2.16 0.55 -1.03
C 3.74 -0.75 -1.79 -0.81
C -6.61 -0.72 -0.74 -0.57
C -1.13 1.27 -1.68 -1.32
C 7.44 -0.90 -1.37 -0.59
C 1.55 -0.22 2.33 0.53
C 6.63 0.96 -0.09 -0.39
C -3.29 -3.27 0.88 -1.22
C -4.68 2.08 -0.39 0.05
C 5.34 0.67 -0.50 -0.63
C -2.65 1.19 -1.56 0.29
C -3.17 2.24 -0.58 0.17
C -5.77 -1.94 -0.36 -0.64
C 9.31 1.40 0.73 -0.82
C -3.55 -2.79 -0.55 -0.21
C 5.08 -0.42 -1.33 0.32
C 1.17 -0.37 0.97 -0.13
C 2.58 -0.71 -1.11 -0.54
C 6.16 -1.18 -1.79 -0.56
C 7.69 0.17 -0.51 0.91
C 0.67 -0.06 3.51 -1.31
H -2.69 1.22 1.27 0.12
H -6.65 0.15 1.25 0.34
H 10.39 1.33 0.88 0.24
H -3.11 1.34 -2.54 0.51
H -3.00 3.24 -1.00 0.41
H -2.91 0.18 -1.22 -0.36
H 5.98 -2.01 -2.45 0.42
H 6.79 1.81 0.55 0.38
H -4.34 0.19 0.30 0.11
H -6.34 -0.40 -1.74 0.26
H 4.53 1.31 -0.18 0.41
H 0.64 0.99 3.81 0.31
H -0.34 -0.39 3.26 0.21
H -4.20 -3.62 1.36 0.42
H -2.61 -2.46 -0.99 0.11
H -0.75 0.46 -2.31 0.53
H 8.80 1.28 1.69 0.34
H -2.71 2.99 1.40 0.47
H 1.06 -0.63 4.35 0.47
H 8.27 -1.50 -1.70 0.42
H 1.66 -0.95 -1.61 0.54
H -0.40 1.96 1.49 0.28
H -5.92 -2.18 0.70 0.32
H -0.58 3.13 0.17 0.51
H -7.66 -1.00 -0.73 0.42
H -0.82 2.23 -2.12 0.47
H -2.58 -4.10 0.85 0.42
H 3.69 -1.08 -2.82 0.43
H -6.10 -2.81 -0.96 0.39
H -3.97 -3.61 -1.16 0.46
H 9.07 2.38 0.30 0.33
H -7.04 1.30 -0.06 0.47
H -2.85 -2.46 1.46 0.18
```

Computed properties:
HOMO energy = -0.3018 Ha
Frontier orbital gap = 8.00 eV
M = 491.610 g/mol
Spin multiplicity = 1
Max |F| = 1.32 eV Å⁻¹
Total charge = 0
Relative energy (zero: lowest compared OMol25 entry of this formula, charge and spin) = 76.6 kcal/mol
SMILES = CCOCCCNC(=O)C1CCN(S(=O)(=O)c2c(C)noc2/C=C\c2ccc(OC)cc2)CC1